11 unconnected molecules or ions with the total composition C45H70F8N6O9 at a distorted geometry, computed with ωB97M-V/def2-TZVPD.

LUMO (eV): 0.17
SMILES: FC(F)C(F)(F)COC(F)(F)C(F)F.O=C1CCCO1.O=C1CCCO1.O=C1CCCO1.O=C1CCCO1.CCCC#N.CCCC#N.CCCC#N.CCCC#N.CCCC#N.CCCC#N
E (eV): -96907.7718
E_HOMO (eV): -9.841
Total charge: 0
Energy relative to the best compared isomer or geometry (same formula, charge and spin) (kcal/mol): 45.2
Gap between HOMO and LUMO (eV): 10.0

XYZ file:
```
138
C45H70F8N6O9 ωB97M-V/def2-TZVPD
C 2.009 17.135 12.792
C 2.595 18.252 13.639
C 3.055 17.784 15.020
F 3.908 16.782 15.002
F 3.631 18.792 15.717
F 3.638 18.837 13.002
F 1.708 19.231 13.742
O 0.857 16.577 13.495
C 0.687 15.176 13.417
C -0.694 14.873 14.118
F -1.709 15.549 13.576
F -0.981 13.545 14.014
F 0.663 14.835 12.135
F 1.705 14.632 13.989
H 2.863 16.476 12.641
H 1.607 17.464 11.833
H 2.141 17.600 15.585
H -0.645 15.187 15.161
O -5.128 22.167 20.629
C -4.025 22.026 21.064
O -2.993 22.280 20.286
C -1.791 21.817 20.894
C -2.244 20.986 22.080
C -3.587 21.565 22.425
H -1.143 22.604 21.280
H -1.201 21.187 20.229
H -1.597 21.112 22.948
H -2.447 19.923 21.953
H -3.502 22.472 23.024
H -4.228 20.813 22.885
O 0.851 15.287 17.236
C 1.997 14.947 17.482
O 2.547 13.845 16.929
C 3.878 13.618 17.362
C 4.067 14.511 18.560
C 2.963 15.625 18.448
H 4.552 13.918 16.559
H 4.143 12.590 17.611
H 5.040 14.992 18.661
H 3.922 13.965 19.492
H 3.362 16.513 17.959
H 2.414 15.878 19.355
O -6.020 13.413 18.598
C -4.966 13.560 17.984
O -4.836 13.234 16.682
C -3.540 13.440 16.114
C -2.684 13.549 17.358
C -3.632 14.071 18.432
H -3.565 14.359 15.528
H -3.147 12.605 15.534
H -1.758 14.115 17.255
H -2.410 12.526 17.618
H -3.665 15.157 18.517
H -3.440 13.643 19.416
O -2.537 16.572 16.661
C -2.033 17.647 16.949
O -2.612 18.482 17.758
C -1.796 19.645 17.986
C -0.879 19.748 16.790
C -0.749 18.269 16.400
H -1.159 19.555 18.866
H -2.425 20.533 18.054
H 0.046 20.274 17.029
H -1.497 20.284 16.070
H 0.077 17.730 16.864
H -0.729 18.048 15.332
C -2.214 18.825 13.036
C -3.656 19.176 13.659
C -4.083 20.638 13.563
C -3.015 21.615 13.952
N -2.232 22.412 14.251
H -2.165 19.157 11.999
H -2.028 17.751 13.073
H -1.436 19.392 13.547
H -3.700 18.844 14.696
H -4.418 18.478 13.310
H -4.961 20.913 14.147
H -4.391 20.834 12.536
C 2.489 24.349 14.132
C 1.877 23.588 15.285
C 2.693 22.394 15.791
C 3.944 22.850 16.470
N 4.904 23.222 16.961
H 1.966 25.286 13.946
H 2.390 23.845 13.171
H 3.529 24.639 14.285
H 0.857 23.290 15.042
H 1.745 24.313 16.088
H 2.884 21.784 14.908
H 2.082 21.816 16.485
C -0.116 16.925 22.469
C -1.079 17.229 21.339
C -0.864 16.197 20.189
C -0.851 14.747 20.528
N -0.817 13.654 20.861
H 0.896 17.015 22.075
H -0.284 15.891 22.772
H -0.268 17.448 23.413
H -0.974 18.244 20.956
H -2.086 17.063 21.722
H 0.030 16.511 19.651
H -1.708 16.333 19.512
C -1.670 25.982 18.852
C -1.618 25.741 17.388
C -1.469 24.259 16.954
C -0.473 23.443 17.680
N 0.355 22.789 18.187
H -1.683 27.026 19.165
H -0.859 25.597 19.470
H -2.527 25.500 19.322
H -0.802 26.396 17.085
H -2.532 26.214 17.029
H -1.135 24.205 15.918
H -2.367 23.645 17.024
C 5.192 20.584 19.262
C 4.117 21.404 19.895
C 2.858 20.584 20.344
C 2.267 19.611 19.381
N 1.814 18.841 18.614
H 4.948 20.285 18.243
H 5.318 19.664 19.833
H 6.159 21.084 19.201
H 3.809 22.180 19.195
H 4.580 21.929 20.731
H 2.052 21.317 20.376
H 2.917 20.048 21.291
C -6.197 18.242 16.536
C -6.021 16.725 16.258
C -6.983 16.082 15.266
C -6.941 16.597 13.894
N -6.884 17.073 12.838
H -6.046 18.908 15.686
H -5.548 18.540 17.360
H -7.216 18.423 16.878
H -6.108 16.262 17.241
H -4.994 16.535 15.947
H -7.997 16.187 15.653
H -6.877 15.000 15.199
```